{"formula": "C20H33Cl4N7O14", "method": "ωB97M-V/def2-TZVPD", "species": ["C", "Cl", "Cl", "Cl", "Cl", "C", "N", "O", "O", "H", "H", "H", "C", "N", "O", "O", "H", "H", "H", "C", "N", "O", "O", "H", "H", "H", "C", "N", "O", "O", "H", "H", "H", "C", "N", "O", "O", "H", "H", "H", "C", "N", "O", "O", "H", "H", "H", "C", "N", "O", "O", "H", "H", "H", "C", "C", "C", "C", "C", "C", "H", "H", "H", "H", "H", "H", "C", "C", "C", "C", "C", "C", "H", "H", "H", "H", "H", "H"], "positions_angstrom": [[18.416, -31.445, 1.833], [19.196, -31.022, 0.270], [19.091, -32.984, 2.500], [18.763, -30.086, 2.915], [16.633, -31.571, 1.622], [11.820, -34.154, -5.774], [12.993, -33.691, -4.919], [13.913, -33.105, -5.450], [13.019, -34.022, -3.780], [12.111, -35.108, -6.213], [11.639, -33.293, -6.417], [10.903, -34.159, -5.184], [14.028, -36.689, -1.645], [13.233, -37.666, -0.843], [13.000, -37.325, 0.321], [13.019, -38.751, -1.336], [15.045, -36.540, -1.282], [13.508, -35.743, -1.799], [14.164, -37.110, -2.641], [17.005, -34.539, -5.751], [16.172, -35.541, -4.973], [15.347, -36.230, -5.559], [16.386, -35.721, -3.795], [16.754, -34.573, -6.811], [18.080, -34.678, -5.637], [16.636, -33.647, -5.244], [12.909, -29.707, -4.176], [12.501, -30.299, -5.460], [11.380, -30.814, -5.465], [13.343, -30.469, -6.342], [12.010, -29.187, -3.844], [13.828, -29.158, -4.382], [13.023, -30.578, -3.531], [15.987, -33.444, -1.360], [16.278, -32.236, -2.175], [15.387, -31.367, -2.246], [17.345, -32.269, -2.801], [15.352, -33.249, -0.496], [17.001, -33.760, -1.115], [15.433, -34.061, -2.066], [19.611, -36.921, 0.581], [18.641, -35.850, 0.129], [18.742, -35.495, -1.042], [17.879, -35.398, 0.956], [20.173, -37.251, -0.293], [19.265, -37.783, 1.151], [20.295, -36.275, 1.130], [17.030, -28.687, -0.413], [16.165, -27.692, -1.150], [16.718, -26.906, -1.886], [14.968, -27.753, -1.150], [17.594, -28.370, 0.464], [17.797, -29.083, -1.079], [16.283, -29.449, -0.191], [12.791, -31.392, -0.469], [13.089, -30.076, -0.010], [13.333, -29.874, 1.331], [13.309, -30.901, 2.280], [13.217, -32.184, 1.808], [12.863, -32.402, 0.492], [12.589, -31.637, -1.501], [13.131, -29.181, -0.613], [13.658, -28.928, 1.737], [13.704, -30.673, 3.259], [13.382, -33.017, 2.474], [12.612, -33.362, 0.067], [21.652, -34.098, -5.998], [21.798, -34.955, -4.852], [21.051, -34.716, -3.685], [20.265, -33.603, -3.583], [20.090, -32.719, -4.710], [20.785, -32.976, -5.908], [22.110, -34.213, -6.969], [22.507, -35.768, -4.817], [21.167, -35.321, -2.798], [19.685, -33.557, -2.673], [19.427, -31.868, -4.751], [20.576, -32.313, -6.735]], "mulliken_charge": [0.099, -0.082, -0.084, -0.083, 0.074, -0.875, 0.840, -0.487, -0.463, 0.299, 0.349, 0.322, -0.397, 0.920, -0.554, -0.541, 0.190, 0.085, 0.332, -0.575, 0.909, -0.567, -0.466, 0.283, 0.197, 0.217, -0.366, 0.867, -0.555, -0.519, 0.257, 0.305, -0.006, 0.192, 1.139, -0.540, -0.478, -0.209, 0.176, -0.253, -0.895, 0.913, -0.436, -0.491, 0.309, 0.306, 0.320, -0.664, 0.932, -0.570, -0.501, 0.331, 0.298, 0.153, -0.029, -0.189, -0.337, -0.620, -0.365, -0.681, 0.325, 0.351, 0.367, 0.379, 0.423, 0.424, -0.442, -0.438, -0.312, -0.108, -0.385, -0.437, 0.367, 0.367, 0.375, 0.231, 0.388, 0.388], "smiles": "C[N+](=O)[O-].C[N+](=O)[O-].C[N+](=O)[O-].C[N+](=O)[O-].C[N+](=O)[O-].C[N+](=O)[O-].C[N+](=O)[O-].ClC(Cl)(Cl)Cl.c1ccccc1.c1ccccc1"}

=====

{"formula": "C20H33Cl5IrN2O2Si3", "method": "ωB97M-V/def2-TZVPD", "species": ["Ir", "Cl", "C", "C", "Cl", "C", "Cl", "C", "O", "C", "Cl", "C", "Cl", "C", "O", "Si", "C", "C", "C", "Si", "C", "C", "C", "Si", "C", "C", "C", "H", "H", "H", "H", "H", "H", "H", "H", "H", "H", "H", "H", "H", "H", "H", "H", "H", "H", "H", "H", "H", "H", "H", "H", "H", "H", "H", "C", "C", "N", "C", "C", "N", "H", "H", "H", "H", "H", "H"], "positions_angstrom": [[0.342, -0.263, 0.990], [3.070, -6.740, 2.494], [2.205, -5.393, 1.885], [2.215, -4.190, 2.573], [3.061, -4.025, 4.055], [1.531, -3.100, 2.048], [1.466, -1.610, 2.943], [0.836, -3.148, 0.843], [0.201, -2.129, 0.323], [0.797, -4.398, 0.187], [-0.155, -4.534, -1.240], [1.478, -5.495, 0.694], [1.427, -6.989, -0.143], [1.291, 2.164, 2.696], [0.573, 1.735, 1.537], [0.513, 2.460, -0.041], [-0.695, 3.869, -0.021], [2.193, 3.247, -0.214], [0.051, 0.850, -0.820], [1.543, 0.093, -1.682], [1.325, -1.483, -2.647], [2.571, -0.358, -0.119], [2.465, 1.199, -2.877], [-1.537, 0.859, -1.848], [-1.192, 2.084, -3.228], [-3.095, 1.386, -0.924], [-1.853, -0.806, -2.642], [0.956, 3.161, 2.979], [2.364, 2.178, 2.499], [1.078, 1.468, 3.506], [-0.386, 4.589, 0.742], [-1.724, 3.588, 0.172], [-0.669, 4.399, -0.973], [2.324, 3.906, 0.650], [2.255, 3.882, -1.096], [3.031, 2.553, -0.238], [0.643, -2.185, -2.175], [2.299, -1.970, -2.738], [0.975, -1.280, -3.660], [2.736, -1.428, -0.039], [2.253, 0.038, 0.890], [3.559, 0.104, -0.169], [1.977, 1.117, -3.849], [3.483, 0.821, -3.010], [2.536, 2.251, -2.630], [-0.860, 3.062, -2.875], [-2.106, 2.244, -3.803], [-0.437, 1.706, -3.918], [-2.900, 1.770, 0.074], [-3.778, 0.543, -0.825], [-3.621, 2.167, -1.475], [-1.232, -0.931, -3.528], [-2.894, -0.890, -2.957], [-1.631, -1.639, -1.980], [-2.102, 1.471, 3.077], [-2.404, 0.279, 2.248], [-1.622, -0.417, 1.413], [-2.410, -1.455, 0.921], [-3.650, -1.362, 1.446], [-3.626, -0.276, 2.271], [-1.171, 1.918, 2.768], [-2.040, 1.199, 4.131], [-2.895, 2.212, 2.967], [-2.008, -2.186, 0.251], [-4.527, -1.966, 1.305], [-4.401, 0.073, 2.811]], "nbo_charge": [1.008, 0.082, -0.117, -0.060, 0.079, -0.154, 0.096, 0.276, -0.707, -0.043, 0.052, -0.081, 0.091, -0.251, -0.883, 2.043, -1.194, -1.193, -1.656, 1.758, -1.150, -1.110, -1.144, 1.724, -1.124, -1.129, -1.132, 0.203, 0.201, 0.202, 0.253, 0.251, 0.264, 0.251, 0.264, 0.247, 0.262, 0.251, 0.244, 0.266, 0.209, 0.288, 0.250, 0.254, 0.238, 0.228, 0.252, 0.239, 0.216, 0.245, 0.252, 0.244, 0.248, 0.241, -0.668, 0.411, -0.446, -0.081, -0.067, -0.487, 0.249, 0.247, 0.243, 0.267, 0.246, 0.437], "total_charge": 1, "de_lowest_kcal_mol": 0.0}

=====

{"formula": "C20H33ClN3O3S2", "method": "ωB97M-V/def2-TZVPD", "species": ["C", "C", "O", "O", "C", "C", "C", "C", "S", "C", "S", "N", "C", "C", "N", "C", "C", "C", "O", "Cl", "H", "H", "H", "H", "H", "H", "H", "H", "H", "H", "H", "H", "H", "H", "H", "C", "C", "C", "N", "C", "C", "C", "C", "C", "H", "H", "H", "H", "H", "H", "H", "H", "H", "H", "H", "H", "H", "H", "H", "H", "H", "H"], "positions_angstrom": [[-4.219, -1.501, -8.762], [-3.382, -0.700, -7.758], [-3.901, -0.220, -6.788], [-2.045, -0.588, -8.057], [-1.196, -1.583, -7.441], [-0.077, -0.845, -6.694], [-0.504, -0.341, -5.297], [0.344, 0.850, -4.849], [-0.059, 1.490, -3.198], [0.808, 0.443, -2.084], [1.393, -1.006, -2.566], [1.027, 0.848, -0.732], [2.293, 0.785, -0.233], [2.157, 1.192, 1.070], [0.842, 1.496, 1.306], [0.168, 1.286, 0.222], [-1.935, -2.632, -6.598], [-0.958, -3.664, -6.023], [0.181, -3.794, -6.333], [-1.730, -4.752, -4.805], [-4.631, -0.865, -9.549], [-4.976, -2.085, -8.238], [-3.542, -2.213, -9.256], [-0.710, -2.129, -8.263], [0.175, 0.040, -7.296], [0.820, -1.468, -6.659], [-0.457, -1.197, -4.617], [-1.557, -0.027, -5.348], [1.416, 0.614, -4.850], [0.181, 1.663, -5.566], [3.194, 0.484, -0.737], [2.979, 1.240, 1.770], [-0.890, 1.417, 0.053], [-2.660, -3.226, -7.167], [-2.422, -2.190, -5.720], [3.101, 2.493, 6.309], [2.419, 1.891, 5.079], [0.908, 1.778, 5.193], [0.347, 0.449, 5.702], [0.065, -0.451, 4.536], [1.217, -0.271, 6.714], [0.819, 0.328, 8.042], [-0.697, 0.374, 7.929], [-0.968, 0.712, 6.463], [3.125, 1.805, 7.155], [4.134, 2.754, 6.081], [2.594, 3.406, 6.628], [2.886, 0.943, 4.802], [2.617, 2.574, 4.250], [0.467, 1.928, 4.206], [0.525, 2.565, 5.841], [1.001, -0.653, 4.018], [-0.637, 0.051, 3.875], [-0.375, -1.372, 4.909], [0.946, -1.326, 6.677], [2.267, -0.182, 6.456], [1.216, 1.337, 8.163], [1.160, -0.272, 8.884], [-1.142, 1.097, 8.610], [-1.126, -0.600, 8.167], [-1.253, 1.750, 6.324], [-1.743, 0.075, 6.044]], "nbo_charge": [-0.736, 0.821, -0.547, -0.549, 0.112, -0.422, -0.437, -0.520, 0.353, -0.133, 0.023, -0.419, -0.054, -0.112, -0.493, 0.179, -0.574, 0.594, -0.494, -0.085, 0.256, 0.241, 0.218, 0.202, 0.220, 0.235, 0.218, 0.224, 0.244, 0.246, 0.247, 0.205, 0.218, 0.262, 0.263, -0.610, -0.440, -0.217, -0.212, -0.398, -0.214, -0.425, -0.427, -0.205, 0.198, 0.236, 0.214, 0.214, 0.246, 0.255, 0.217, 0.236, 0.239, 0.221, 0.223, 0.241, 0.221, 0.253, 0.246, 0.224, 0.230, 0.229], "total_charge": 1}

=====

{"formula": "C20H33FNO5S", "method": "ωB97M-V/def2-TZVPD", "species": ["C", "C", "C", "C", "C", "N", "C", "C", "C", "C", "C", "C", "C", "C", "C", "C", "C", "C", "S", "O", "O", "H", "H", "H", "H", "H", "H", "H", "H", "H", "H", "H", "H", "H", "H", "H", "H", "H", "H", "H", "H", "H", "H", "H", "H", "H", "H", "H", "H", "H", "H", "C", "C", "O", "C", "O", "O", "F", "H", "H", "H"], "positions_angstrom": [[4.509, 0.221, 4.981], [4.564, 0.667, 3.732], [4.278, 0.865, 2.159], [3.695, -0.449, 1.419], [2.675, -1.337, 2.301], [1.301, -0.724, 2.214], [0.974, 0.532, 2.622], [-0.615, 0.792, 2.288], [-0.609, -0.126, 0.921], [-1.990, -0.326, 0.118], [-2.022, 0.305, -1.367], [-1.078, 1.596, -1.587], [-1.332, 2.404, -2.960], [-0.280, 3.656, -3.069], [-0.650, 4.789, -1.946], [0.265, 4.709, -0.616], [0.069, -1.429, 1.654], [-0.870, -2.217, 2.757], [-0.201, -2.134, 4.490], [-0.753, -3.345, 5.259], [-0.693, -0.893, 5.243], [4.596, -0.323, 6.002], [5.276, 1.162, 1.633], [3.568, 1.772, 1.971], [4.546, -1.092, 0.947], [3.081, -0.062, 0.502], [2.594, -2.369, 1.761], [3.027, -1.568, 3.370], [1.633, 1.342, 3.097], [-0.687, 1.913, 1.977], [-1.361, 0.453, 3.118], [0.315, 0.311, 0.386], [-2.899, 0.001, 0.766], [-2.125, -1.486, -0.017], [-1.782, -0.482, -2.190], [-3.120, 0.642, -1.566], [0.019, 1.192, -1.644], [-1.121, 2.243, -0.636], [-2.389, 2.857, -2.963], [-1.106, 1.696, -3.837], [0.822, 3.322, -2.979], [-0.387, 4.105, -4.140], [-0.589, 5.865, -2.392], [-1.743, 4.572, -1.631], [-0.114, 3.962, 0.181], [0.201, 5.759, -0.107], [1.372, 4.461, -0.807], [0.374, -2.311, 0.974], [-1.895, -1.672, 2.768], [-1.097, -3.307, 2.436], [1.192, -2.212, 4.556], [-2.269, -4.700, -4.645], [-1.977, -3.268, -4.953], [-2.340, -2.600, -3.762], [-2.138, -3.506, -2.765], [-2.079, -3.222, -1.597], [-2.004, -4.771, -3.252], [-2.765, -2.818, -5.955], [-3.313, -4.968, -4.830], [-1.627, -5.385, -5.202], [-0.928, -3.062, -5.185]], "nbo_charge": [-0.261, -0.059, -0.480, -0.412, -0.256, -0.338, 0.300, -0.492, -0.183, -0.454, -0.407, -0.411, -0.404, -0.406, -0.418, -0.627, -0.051, -0.661, 1.795, -0.877, -0.890, 0.294, 0.275, 0.233, 0.260, 0.225, 0.243, 0.266, 0.280, 0.258, 0.296, 0.225, 0.231, 0.262, 0.227, 0.223, 0.183, 0.195, 0.215, 0.217, 0.200, 0.222, 0.227, 0.204, 0.183, 0.226, 0.208, 0.256, 0.289, 0.304, 0.060, -0.134, 0.443, -0.485, 0.976, -0.599, -0.468, -0.315, 0.214, 0.218, 0.157], "total_charge": 1}

=====

| no. | LUMO level (eV) | orbital gap (eV) |
| --- | --- | --- |
| 1 | -0.34 | 8.9 |
| 2 | -2.63 | 8.1 |
| 3 | -2.48 | 8.4 |
| 4 | -4.51 | 8.5 |